Run 1
One molecule with the formula C8H10N4. Source: OMol25; level of theory: ωB97M-V with the def2-TZVPD basis set.

Last column: natural (NBO) charge in e.
Cartesian coordinates (Å):
H1 -3.8300 1.7580 -1.9931  0.344
N1 -2.8610 1.4086 -2.0462  -0.606
C1 -2.2795 1.3437 -3.1376  0.069
C2 -0.9746 0.7774 -3.0136  -0.127
N2 -0.7965 0.4071 -1.7802  -0.122
N3 0.1353 -0.4580 -1.5224  -0.373
C3 0.5538 -0.4850 -0.1946  0.126
C4 -0.3392 0.1069 0.7146  -0.241
C5 -0.0645 0.1214 2.0442  -0.224
C6 1.0842 -0.4811 2.4539  0.110
N4 1.5026 -0.5908 3.7975  -0.808
C7 1.7522 -1.3275 1.6155  -0.217
C8 1.6845 -1.2906 0.2545  -0.241
H2 -2.5886 1.9376 -4.0435  0.160
H3 -0.2079 0.5169 -3.8001  0.169
H4 0.7375 -0.9712 -2.2302  0.356
H5 -1.1055 0.6501 0.2745  0.252
H6 -0.7725 0.7375 2.6581  0.215
H7 1.0243 0.1753 4.3392  0.369
H8 2.5338 -0.5895 3.9453  0.377
H9 2.5843 -1.8863 2.1099  0.200
H10 2.2272 -1.8606 -0.4455  0.212

Results
Kohn-Sham gap = 7.42 eV
LUMO level = 0.487 eV

Run 2
One molecule with the formula C8H10N4. Source: OMol25; level of theory: ωB97M-V with the def2-TZVPD basis set.

Last column: natural (NBO) charge in e.
Cartesian coordinates (Å):
C1 -0.8649 -3.1448 1.8257  -0.617
C2 -0.5322 -2.4548 0.5104  -0.217
N1 -0.3997 -0.9973 0.6686  -0.567
C3 0.0202 -0.2072 -0.3258  0.405
N2 0.4412 -0.6891 -1.4914  -0.515
C4 0.9374 0.2575 -2.3870  -0.025
C5 0.9519 1.5633 -2.1010  -0.094
N3 0.4255 2.0741 -0.9468  -0.299
C6 0.3963 3.3454 -0.3822  -0.123
C7 -0.0145 3.1332 0.9291  -0.056
N4 -0.2613 1.7964 1.1465  -0.479
C8 0.0131 1.2062 0.0061  0.264
H1 -0.7470 -4.2627 1.7320  0.222
H2 -1.8960 -2.9472 2.1424  0.206
H3 -0.1714 -2.7746 2.6002  0.212
H4 -1.1734 -2.7533 -0.3096  0.200
H5 0.4407 -2.8399 0.1998  0.201
H6 -0.7532 -0.5311 1.4826  0.418
H7 1.4158 -0.2216 -3.2230  0.214
H8 1.2367 2.3004 -2.8333  0.210
H9 0.7651 4.2332 -0.8956  0.226
H10 -0.2303 3.9140 1.6523  0.214

Results
Kohn-Sham gap = 8.96 eV
LUMO level = 0.990 eV

Energies in kJ/mol, measured from the most stable structure: run 1 343.6; run 2 0.0.